Entry 1:
A single C2H3N molecule at a distorted geometry. Source: the OMol25 dataset; level of theory: ωB97M-V/def2-TZVPD.

Summary:
Energy above the lowest of the compared OMol25 structures with the same formula, charge and spin ... 1.242 eV
Frontier orbital gap ... 0.443 Eh
Lowest unoccupied orbital energy ... 0.812 eV
HOMO energy ... -0.413 Eh

Positions of all 6 atoms, in Å:
C 0.192 0.134 -0.408
C -0.950 -0.625 1.689
N -0.167 -0.180 0.928
H -0.523 0.820 -0.884
H 1.140 0.614 -0.275
H 0.300 -0.771 -1.022

***

Entry 2:
A single C8H9NOS molecule at a distorted geometry. Source: the OMol25 dataset; level of theory: ωB97M-V/def2-TZVPD.

Summary:
Energy above the lowest of the compared OMol25 structures with the same formula, charge and spin ... 4.382 eV
SMILES ... O=CN(c1cccs1)C1CC1
Frontier orbital gap ... 0.319 Eh
Lowest unoccupied orbital energy ... 0.471 eV
HOMO energy ... -0.302 Eh

Positions of all 20 atoms, in Å:
C 2.709 1.126 -0.021
C 1.318 1.393 -0.455
C 3.056 -0.160 0.207
C 0.646 0.212 -0.501
C -0.885 -1.336 -2.004
C -1.840 -0.898 1.109
C -1.548 0.535 1.443
C -1.715 0.116 -0.028
N -0.620 0.098 -0.891
O -1.964 -1.566 -2.398
S 1.620 -1.215 -0.219
H 3.470 1.868 0.196
H 0.861 2.315 -0.604
H 4.095 -0.565 0.480
H 0.173 -1.590 -2.144
H -1.068 -1.757 1.259
H -2.790 -1.198 1.435
H -2.336 1.178 1.815
H -0.532 0.923 1.863
H -2.648 0.521 -0.541

***

Entry 3:
A molecular structure, C33H39ClFN8O4PbS. Source: the OMol25 dataset; level of theory: ωB97M-V/def2-TZVPD.

Summary:
Energy above the lowest of the compared OMol25 structures with the same formula, charge and spin ... 3.729 eV
Frontier orbital gap ... 0.133 Eh
Lowest unoccupied orbital energy ... -10.654 eV
HOMO energy ... -0.525 Eh
Net charge ... +3

Positions of all 88 atoms, in Å:
Pb -0.169 -0.247 -0.452
F -4.697 -4.041 3.575
C -3.410 -3.829 3.906
C -2.675 -3.012 3.104
C -1.342 -2.716 3.409
C -0.569 -1.836 2.538
O -1.125 -1.310 1.535
C 0.781 -1.610 2.928
C 1.243 -2.186 4.089
N 0.540 -3.006 4.875
C 1.165 -3.603 6.048
C 2.591 -4.044 5.976
C 1.498 -5.066 6.019
C -0.787 -3.295 4.556
C -1.553 -4.143 5.361
C -2.882 -4.431 5.070
N -3.626 -5.292 5.885
C -4.935 -5.813 5.469
C -5.433 -6.836 6.490
N -4.265 -7.622 7.010
C -3.335 -6.746 7.823
C -3.442 -5.305 7.330
C 1.804 -0.781 2.170
O 2.851 -0.521 2.723
O 1.530 -0.444 0.939
H -3.136 -2.572 2.230
H 2.253 -1.955 4.401
H 0.817 -3.173 6.979
H 3.201 -3.886 6.854
H 3.123 -3.929 5.042
H 1.351 -5.650 6.918
H 1.291 -5.598 5.099
H -1.084 -4.598 6.219
H -4.829 -6.291 4.495
H -5.703 -5.044 5.377
H -6.144 -7.513 6.024
H -5.913 -6.374 7.349
H -3.758 -8.015 6.216
H -4.584 -8.410 7.575
H -2.329 -7.142 7.707
H -3.624 -6.820 8.869
H -2.542 -4.773 7.618
H -4.273 -4.792 7.825
C 1.154 -1.572 -5.677
C 1.541 -2.889 -5.010
C 1.381 -2.846 -3.523
N 0.776 -1.927 -2.867
N 0.773 -2.146 -1.506
C 1.399 -3.237 -1.138
N 1.512 -3.666 0.137
S 2.031 -4.105 -2.483
H 1.320 -1.639 -6.750
H 1.749 -0.747 -5.280
H 0.104 -1.342 -5.501
H 2.575 -3.152 -5.243
H 0.924 -3.704 -5.396
H 1.367 -2.987 0.870
H 2.163 -4.406 0.333
C 4.692 2.325 -4.409
N 4.018 1.915 -3.181
N 2.689 2.169 -2.935
C 2.290 1.429 -1.856
O 1.100 1.518 -1.389
C 3.416 0.685 -1.443
C 4.452 1.010 -2.289
C 5.858 0.521 -2.318
C 1.976 3.243 -3.553
C 2.557 4.500 -3.644
C 1.847 5.536 -4.230
C 0.564 5.318 -4.712
C -0.010 4.059 -4.608
C 0.695 3.014 -4.029
H 3.970 2.777 -5.081
H 5.126 1.455 -4.896
H 5.480 3.045 -4.200
H 3.438 0.038 -0.581
H 6.054 -0.089 -1.440
H 6.561 1.355 -2.324
H 6.050 -0.082 -3.208
H 3.548 4.676 -3.242
H 2.294 6.519 -4.299
H 0.013 6.130 -5.167
H -1.005 3.883 -4.997
H 0.266 2.023 -3.955
Cl -1.216 2.254 2.961
C -0.596 2.694 1.564
H 0.484 2.624 1.408
H -1.254 3.071 0.783

***

Entry 4:
A molecular structure, C17H20FHfIN3O10P2 at a distorted geometry. Source: the OMol25 dataset; level of theory: ωB97M-V/def2-TZVPD.

Summary:
Energy above the lowest of the compared OMol25 structures with the same formula, charge and spin ... 0.000 eV
Frontier orbital gap ... 0.255 Eh
Lowest unoccupied orbital energy ... -3.699 eV
HOMO energy ... -0.391 Eh
Net charge ... +1

Positions of all 55 atoms, in Å:
Hf -5.001 0.102 0.472
F 0.983 3.306 -0.692
C 0.838 2.007 -0.373
C -0.416 1.480 -0.301
C -0.595 0.122 -0.025
C -1.951 -0.387 0.083
O -2.915 0.355 -0.252
C -2.066 -1.703 0.594
C -0.950 -2.475 0.690
N 0.311 -2.057 0.458
C 1.323 -3.108 0.481
C 2.603 -3.094 -0.288
C 2.620 -3.042 1.223
C 0.522 -0.709 0.180
C 1.794 -0.119 0.148
C 1.977 1.223 -0.131
N 3.293 1.741 -0.134
C 3.533 3.161 0.102
C 5.037 3.352 0.361
N 5.601 2.048 0.838
C 5.599 1.026 -0.268
C 4.279 1.176 -1.040
C -3.375 -2.270 1.072
O -3.625 -3.447 1.023
O -4.139 -1.347 1.619
H -1.285 2.104 -0.460
H -1.073 -3.513 0.973
H 0.824 -4.064 0.506
H 2.871 -2.214 -0.853
H 2.878 -4.021 -0.769
H 2.883 -2.116 1.713
H 2.920 -3.926 1.768
H 2.672 -0.693 0.389
H 2.952 3.475 0.969
H 3.252 3.801 -0.738
H 5.227 4.116 1.111
H 5.581 3.611 -0.546
H 5.001 1.702 1.589
H 6.542 2.168 1.213
H 5.693 0.047 0.199
H 6.470 1.210 -0.895
H 3.952 0.204 -1.399
H 4.419 1.815 -1.920
O -5.790 1.561 -1.289
P -7.340 1.082 -0.910
O -8.405 1.955 -1.345
O -6.967 0.786 0.551
O -7.418 -0.369 -1.617
P -6.452 -1.633 -1.367
O -6.662 -1.829 0.253
O -6.754 -2.777 -2.201
O -5.030 -1.023 -1.297
H -5.583 1.740 -2.211
H -6.514 -2.733 0.566
I -4.145 2.195 2.177

***

Entry 5:
A molecular structure, C22H39F6O17Ti at a distorted geometry. Source: the OMol25 dataset; level of theory: ωB97M-V/def2-TZVPD.

Summary:
Frontier orbital gap (alpha / beta) ... 0.088 / 0.253 Eh
Lowest unoccupied orbital energy (alpha / beta) ... 1.975 / 1.973 eV
HOMO energy (alpha / beta) ... -0.016 / -0.180 Eh
Net charge ... -1
2S+1 ... 5

Positions of all 85 atoms, in Å:
Ti -4.338 13.978 5.818
C -8.656 13.353 6.119
C -7.842 14.603 5.841
O -6.520 14.514 5.444
H -8.576 12.687 5.261
H -9.699 13.615 6.293
H -8.390 12.827 7.036
H -7.980 15.113 6.795
H -8.383 15.288 5.188
C -12.391 14.381 13.438
C -11.297 14.825 12.445
O -11.023 13.761 11.521
C -11.784 13.675 10.451
O -12.789 14.316 10.310
C -11.392 12.664 9.343
F -11.069 13.304 8.217
F -10.352 11.908 9.656
F -12.482 11.883 9.151
H -13.324 14.689 12.966
H -12.281 15.102 14.249
H -12.398 13.424 13.959
H -10.400 15.125 12.987
H -11.564 15.742 11.919
C -11.489 14.164 3.464
C -12.294 15.450 3.868
O -13.372 15.477 2.969
C -13.362 16.515 2.095
O -12.427 17.363 1.948
C -14.604 16.375 1.203
F -15.137 17.608 0.943
F -14.279 16.118 -0.047
F -15.527 15.495 1.601
H -11.697 13.879 2.432
H -11.881 13.267 3.944
H -10.415 14.222 3.641
H -11.642 16.322 3.921
H -12.694 15.300 4.870
C -4.448 7.095 4.910
O -5.148 8.291 5.414
C -5.924 8.086 6.507
O -5.909 7.118 7.284
O -6.547 9.263 6.706
C -6.994 9.487 8.053
H -4.916 6.127 5.090
H -3.496 6.963 5.424
H -4.189 7.291 3.870
H -8.038 9.231 8.237
H -7.040 10.570 8.172
H -6.366 9.006 8.803
C -6.130 11.714 3.763
O -4.990 11.003 3.430
C -3.796 11.576 3.358
O -3.498 12.695 3.768
O -2.969 10.606 2.955
C -1.534 10.832 2.905
H -6.291 11.878 4.829
H -6.963 11.145 3.351
H -6.061 12.634 3.183
H -1.148 10.056 2.245
H -1.147 10.675 3.912
H -1.126 11.804 2.626
C -4.084 18.361 11.462
O -5.346 17.778 11.098
C -5.868 18.086 9.966
O -5.377 18.754 9.057
O -7.146 17.658 9.974
C -7.915 17.714 8.854
H -4.171 19.447 11.452
H -3.335 18.079 10.722
H -3.728 17.797 12.324
H -7.671 18.613 8.288
H -8.982 17.656 9.068
H -7.643 16.875 8.213
C -7.662 18.040 3.645
O -8.965 18.487 3.835
C -9.538 18.460 5.009
O -8.953 18.340 6.045
O -10.892 18.517 4.900
C -11.746 18.300 5.979
H -7.401 17.069 4.068
H -7.014 18.757 4.149
H -7.404 17.980 2.588
H -12.783 18.256 5.646
H -11.779 19.026 6.791
H -11.621 17.304 6.404

***

Entry 6:
A molecular structure, C4H4OSn at a distorted geometry. Source: the OMol25 dataset; level of theory: ωB97M-V/def2-TZVPD.

Summary:
Energy above the lowest of the compared OMol25 structures with the same formula, charge and spin ... 0.000 eV
Frontier orbital gap (alpha / beta) ... 0.218 / 0.276 Eh
Lowest unoccupied orbital energy (alpha / beta) ... -5.793 / -5.646 eV
HOMO energy (alpha / beta) ... -0.431 / -0.484 Eh
Net charge ... +1
2S+1 ... 2

Positions of all 10 atoms, in Å:
H 2.219 -0.119 2.923
C 2.559 -1.914 0.889
C 1.391 -1.452 1.354
C 1.319 -0.353 2.322
C 0.381 0.558 2.365
O -0.452 1.386 2.432
Sn -2.132 2.080 3.168
H 3.481 -1.336 0.974
H 2.591 -2.836 0.308
H 0.461 -1.987 1.151

***

Entry 7:
2 unconnected molecules or ions with the total composition C5H14 at a distorted geometry. Source: the OMol25 dataset; level of theory: ωB97M-V/def2-TZVPD.

Summary:
Energy above the lowest of the compared OMol25 structures with the same formula, charge and spin ... 0.600 eV
SMILES ... CCC.CC
Frontier orbital gap ... 0.444 Eh
Lowest unoccupied orbital energy ... 1.046 eV
HOMO energy ... -0.405 Eh

Positions of all 19 atoms, in Å:
C 0.205 1.981 -2.978
C 1.373 1.173 -2.395
H 0.245 2.123 -4.055
H -0.704 1.475 -2.671
H 0.233 2.913 -2.440
H 1.098 0.889 -1.384
H 2.194 1.874 -2.295
H 1.676 0.246 -2.871
C -0.467 -1.330 2.384
C 0.570 -0.411 1.701
C -1.720 -1.538 1.549
H -0.670 -1.182 3.442
H -0.021 -2.370 2.278
H 0.772 -0.825 0.724
H 0.255 0.632 1.538
H -2.173 -0.557 1.354
H -2.553 -2.109 1.959
H 1.553 -0.431 2.211
H -1.599 -2.044 0.521

***

Entry 8:
A single C4H5OP molecule at a distorted geometry. Source: the OMol25 dataset; level of theory: ωB97M-V/def2-TZVPD.

Summary:
Energy above the lowest of the compared OMol25 structures with the same formula, charge and spin ... 2.432 eV
Frontier orbital gap (alpha / beta) ... 0.296 / 0.274 Eh
Lowest unoccupied orbital energy (alpha / beta) ... -0.219 / -0.082 eV
HOMO energy (alpha / beta) ... -0.305 / -0.277 Eh

Positions of all 11 atoms, in Å:
C 0.064 1.002 0.990
C 0.938 -0.058 0.507
C -0.990 1.423 0.342
C 0.842 -0.664 -0.684
O -1.174 -1.642 -1.925
P -0.348 -0.223 -1.961
H 0.335 1.371 1.985
H 1.726 -0.369 1.188
H -1.713 2.196 0.454
H 1.494 -1.496 -0.919
H -1.828 -1.733 -2.621

***

Entry 9:
6 unconnected molecules or ions with the total composition C32H57BF7N6O10 at a distorted geometry. Source: the OMol25 dataset; level of theory: ωB97M-V/def2-TZVPD.

Summary:
Frontier orbital gap ... 0.225 Eh
Lowest unoccupied orbital energy ... 1.881 eV
HOMO energy ... -0.156 Eh
Net charge ... -1

Positions of all 113 atoms, in Å:
C 4.423 4.555 1.660
C 3.271 3.667 2.091
C 3.629 2.226 2.405
C 1.975 4.108 2.154
C 0.933 3.411 1.256
C -0.372 4.202 1.128
C -1.052 3.835 -0.205
C -2.244 4.763 -0.533
C -1.456 2.327 -0.200
C -0.491 1.483 -1.041
B -0.620 -0.125 -0.733
C -0.403 -0.363 0.867
O 0.586 -0.125 1.522
N -1.587 -0.882 1.636
C -1.590 -0.509 2.950
O -1.529 -1.196 3.931
F -1.741 0.837 3.131
C 0.314 -1.039 -1.713
O -0.145 -1.625 -2.668
C 1.884 -1.236 -1.511
F 2.349 -2.052 -2.513
F 2.073 -1.850 -0.332
C 2.693 0.076 -1.649
F 2.056 0.822 -2.591
F 2.732 0.734 -0.483
C 4.156 -0.090 -2.172
F 4.151 -0.241 -3.508
F 4.797 1.105 -1.931
C 5.011 -1.166 -1.467
O 4.853 -1.495 -0.334
O 5.997 -1.682 -2.249
H 4.068 5.577 1.536
H 4.794 4.148 0.716
H 5.258 4.485 2.375
H 2.997 1.535 1.837
H 3.569 2.022 3.473
H 4.654 2.019 2.075
H 1.670 4.908 2.828
H 1.411 3.324 0.281
H 0.758 2.396 1.628
H -0.221 5.284 1.185
H -1.036 3.854 1.926
H -0.317 3.981 -1.005
H -2.640 5.274 0.351
H -1.974 5.544 -1.251
H -3.049 4.183 -0.988
H -1.455 2.017 0.849
H -2.459 2.189 -0.608
H 0.538 1.821 -0.902
H -0.719 1.609 -2.108
H -1.768 -0.431 -0.988
H -1.635 -1.905 1.549
H 6.541 -0.936 -2.584
C -2.377 -5.917 2.663
C -2.703 -4.446 2.578
O -1.939 -3.641 2.072
N -3.889 -4.033 3.089
C -4.920 -4.832 3.722
H -1.402 -6.081 2.214
H -2.343 -6.242 3.704
H -3.118 -6.504 2.120
H -4.038 -3.040 2.999
H -5.846 -4.728 3.159
H -5.082 -4.467 4.740
H -4.648 -5.880 3.756
C -1.466 0.061 -8.054
C -0.878 0.416 -6.705
O -1.192 1.440 -6.122
N 0.017 -0.453 -6.171
C 0.495 -1.701 -6.727
H -2.157 0.845 -8.348
H -0.681 -0.014 -8.808
H -2.010 -0.883 -7.999
H 0.375 -0.169 -5.270
H 0.260 -2.516 -6.039
H 1.579 -1.656 -6.848
H 0.038 -1.905 -7.690
C -1.072 4.724 6.436
C -1.663 3.853 5.351
O -1.454 4.057 4.170
N -2.445 2.808 5.733
C -2.809 2.399 7.073
H -0.477 5.502 5.969
H -1.862 5.193 7.026
H -0.427 4.136 7.091
H -2.794 2.266 4.956
H -2.462 1.379 7.250
H -3.896 2.418 7.180
H -2.370 3.056 7.818
C -7.811 -7.914 0.150
C -7.518 -6.977 1.296
O -6.456 -7.000 1.895
N -8.489 -6.090 1.646
C -9.802 -5.914 1.056
H -6.947 -8.552 -0.006
H -8.673 -8.543 0.378
H -8.000 -7.353 -0.766
H -8.229 -5.495 2.417
H -9.899 -4.895 0.678
H -10.569 -6.076 1.815
H -9.961 -6.610 0.239
C 9.716 0.292 -4.251
C 8.474 0.951 -3.704
O 7.515 0.303 -3.310
N 8.438 2.301 -3.658
C 9.459 3.243 -4.074
H 9.581 -0.785 -4.218
H 9.884 0.592 -5.285
H 10.585 0.554 -3.647
H 7.575 2.666 -3.281
H 9.753 3.859 -3.222
H 9.057 3.896 -4.850
H 10.333 2.731 -4.459